# 1
Formula: CdH52O26
Source: OMol25
Level of theory: wB97M-V/def2-TZVPD

Values from the calculation:
**Total charge**: +2
**Highest occupied orbital energy**: -14.53 eV
**ΔE to the lowest compared entry with this formula, charge and spin**: 0.0 kcal/mol
**Multiplicity**: 1
**Energy**: -58632.51362 eV
**Gap between HOMO and LUMO**: 0.340 Eh

Positions of all 79 atoms, in Å:
Cd (0.015, 0.507, -0.139)
O (1.460, 1.780, -1.139)
H (1.735, 1.586, -2.035)
H (2.163, 2.324, -0.785)
O (3.118, 2.046, 3.363)
H (3.659, 2.746, 2.996)
H (3.361, 2.015, 4.288)
O (-0.594, -0.591, -1.709)
H (-1.278, -0.367, -2.340)
H (-0.003, -1.169, -2.191)
O (0.281, -0.002, -5.503)
H (-0.442, 0.010, -4.876)
H (0.818, -0.749, -5.237)
O (0.997, -3.410, 0.933)
H (1.378, -3.989, 0.272)
H (1.508, -3.581, 1.724)
O (-4.172, -0.860, 0.100)
H (-4.586, -0.306, 0.761)
H (-4.758, -0.811, -0.655)
O (0.707, 1.333, 1.761)
H (0.178, 1.385, 2.557)
H (1.606, 1.468, 2.062)
O (-1.938, -4.019, 2.435)
H (-1.647, -4.609, 1.739)
H (-1.274, -3.331, 2.460)
O (1.475, -0.870, 0.205)
H (1.342, -1.794, 0.416)
H (2.421, -0.785, 0.086)
O (-2.432, 0.161, 3.493)
H (-3.371, 0.129, 3.311)
H (-2.328, 0.900, 4.092)
O (-1.538, -0.111, 1.015)
H (-2.428, -0.215, 0.678)
H (-1.647, -0.057, 1.965)
O (1.769, -0.655, 3.646)
H (2.339, 0.010, 3.260)
H (2.278, -1.464, 3.600)
O (-0.961, 4.157, -2.313)
H (-1.345, 4.169, -3.190)
H (-1.203, 5.001, -1.933)
O (-3.519, 4.122, 1.325)
H (-3.698, 3.267, 0.932)
H (-3.315, 4.690, 0.583)
O (2.752, 1.196, -3.502)
H (3.511, 0.645, -3.691)
H (2.277, 1.243, -4.331)
O (-2.785, -3.165, -0.686)
H (-3.296, -3.883, -0.313)
H (-3.234, -2.372, -0.392)
O (-4.034, 1.951, -0.643)
H (-4.729, 1.642, -0.061)
H (-4.497, 2.316, -1.397)
O (-0.557, -1.858, 3.971)
H (-1.338, -1.305, 3.923)
H (0.170, -1.261, 3.794)
O (-0.278, 2.430, 3.943)
H (-0.886, 2.141, 4.624)
H (0.535, 2.619, 4.412)
O (4.071, -0.196, 1.952)
H (4.190, 0.497, 2.601)
H (4.907, -0.236, 1.487)
O (-0.559, -3.759, -1.846)
H (-1.456, -3.459, -1.700)
H (-0.552, -4.061, -2.754)
O (4.577, 1.468, -0.837)
H (5.247, 1.342, -0.166)
H (4.146, 0.617, -0.909)
O (-2.119, -0.037, -3.995)
H (-2.568, 0.744, -4.318)
H (-2.735, -0.752, -4.157)
O (4.059, -1.315, -0.861)
H (3.813, -2.235, -0.758)
H (4.954, -1.343, -1.200)
O (1.409, -1.931, -3.713)
H (0.989, -2.718, -4.060)
H (2.347, -2.098, -3.806)
O (-1.282, 2.089, -0.678)
H (-2.229, 2.117, -0.812)
H (-0.953, 2.865, -1.132)

Forces on the atoms, in the same order (eV/Å):
Cd 1.175 1.910 0.707
O 0.404 0.894 0.043
H 0.512 -0.278 -0.929
H 0.349 0.194 0.182
O -0.095 -0.224 -0.065
H 0.137 0.410 -0.223
H 0.018 -0.017 0.507
O -0.931 -1.628 -2.161
H -0.482 0.368 -0.509
H 0.582 -0.648 -0.176
O 0.322 0.506 -0.425
H -0.268 -0.080 0.121
H 0.166 -0.196 0.179
O 0.106 0.354 -0.070
H -0.209 -0.418 -0.400
H 0.032 -0.148 0.481
O 0.145 0.132 0.151
H -0.293 -0.211 0.368
H -0.202 -0.027 -0.384
O 0.562 0.396 0.115
H -0.395 0.446 0.614
H 0.334 0.095 0.021
O -0.472 -0.141 -0.056
H 0.097 -0.152 -0.162
H 0.346 0.344 0.276
O 2.013 -1.148 0.011
H -0.595 -1.159 0.463
H 0.455 0.439 0.022
O -0.128 0.131 0.001
H -0.406 -0.171 0.160
H -0.026 0.165 0.160
O -1.932 -0.964 1.006
H -0.322 -0.295 -0.495
H 0.069 0.045 0.823
O 0.116 0.184 0.298
H 0.029 -0.014 -0.196
H 0.225 -0.231 0.082
O -0.008 0.023 0.079
H 0.018 -0.030 -0.355
H 0.071 0.405 0.127
O -0.014 0.006 0.415
H 0.097 -0.028 -0.217
H 0.020 0.214 -0.106
O -0.130 0.024 0.225
H 0.300 -0.001 0.091
H -0.405 0.017 -0.448
O -0.254 0.036 -0.314
H -0.044 -0.324 0.166
H 0.012 0.195 0.322
O 0.031 -0.078 -0.103
H -0.242 0.029 0.094
H -0.239 0.281 -0.292
O -0.346 -0.608 -0.155
H -0.282 -0.097 0.173
H 0.436 0.293 -0.023
O -0.341 -0.183 -0.116
H 0.011 0.182 0.408
H 0.319 0.153 0.177
O -0.064 -0.270 -0.258
H 0.027 0.377 0.260
H 0.204 -0.265 -0.106
O 1.158 -0.027 -0.568
H -0.676 0.156 0.595
H 0.048 -0.336 -0.157
O -0.082 0.423 -0.136
H 0.225 0.148 0.105
H -0.270 -0.249 0.024
O -0.050 0.002 0.463
H -0.080 0.349 -0.172
H -0.180 -0.391 -0.214
O -0.036 0.010 -0.083
H -0.110 -0.357 0.023
H 0.421 -0.009 -0.156
O -0.188 0.210 0.109
H -0.127 -0.371 -0.050
H 0.335 -0.005 0.051
O -0.919 0.831 -0.131
H -0.473 -0.190 0.267
H 0.389 0.589 -0.556

=====

# 2
Formula: C5H6N2P
Source: OMol25
Level of theory: wB97M-V/def2-TZVPD

Values from the calculation:
**SMILES**: C=C/C=C\C=P\[N+]#N
**Total charge**: +1
**Highest occupied orbital energy (spin up / spin down)**: -12.93 / -12.93 eV
**ΔE to the lowest compared entry with this formula, charge and spin**: 28.4 kcal/mol
**Multiplicity**: 1
**Energy**: -17539.75050 eV
**Gap between HOMO and LUMO (spin up / spin down)**: 0.237 / 0.237 Eh

Positions of all 14 atoms, in Å:
C (1.492, 1.362, -0.898)
C (0.952, 0.275, -0.246)
C (-0.410, 0.170, 0.097)
C (-1.201, -0.896, 0.503)
C (-0.893, -2.194, 0.977)
P (0.338, -3.360, 0.551)
N (-0.340, -4.623, 1.322)
N (-0.867, -5.611, 1.591)
H (2.595, 1.591, -1.032)
H (0.958, 2.029, -1.407)
H (1.670, -0.592, 0.067)
H (-1.039, 1.180, -0.019)
H (-2.126, -0.522, 0.696)
H (-1.606, -2.522, 1.585)

Forces on the atoms, in the same order (eV/Å):
C 2.979 -3.316 2.092
C 3.049 -0.471 0.048
C -2.145 1.610 -1.291
C 3.327 0.257 0.132
C 2.629 1.017 -2.862
P 1.657 3.478 -1.583
N -4.611 -7.000 2.404
N 2.838 4.667 -0.884
H -1.341 -1.068 0.309
H -2.753 2.816 -1.431
H -1.286 1.732 -0.421
H 1.531 -2.304 0.165
H -2.830 0.222 0.848
H -3.046 -1.640 2.476

=====

# 3
Formula: C4H12O
Source: OMol25
Level of theory: wB97M-V/def2-TZVPD

Values from the calculation:
**SMILES**: CCO.CC
**Total charge**: 0
**Highest occupied orbital energy**: -10.49 eV
**ΔE to the lowest compared entry with this formula, charge and spin**: 35.9 kcal/mol
**Multiplicity**: 1
**Energy**: -6388.56232 eV
**Gap between HOMO and LUMO**: 0.422 Eh

Positions of all 17 atoms, in Å:
C (1.840, -0.702, -0.231)
C (0.834, -1.665, 0.458)
O (0.965, -1.744, 1.892)
H (2.833, -1.122, -0.277)
H (1.800, 0.309, 0.234)
H (1.569, -0.414, -1.178)
H (-0.217, -1.244, 0.147)
H (0.960, -2.664, -0.037)
H (1.813, -2.097, 2.031)
C (-1.158, 1.101, -0.928)
C (-2.000, 1.878, 0.076)
H (-1.150, 1.466, -1.945)
H (-0.152, 1.138, -0.459)
H (-1.283, 0.082, -0.868)
H (-1.860, 1.210, 1.032)
H (-3.059, 1.535, -0.115)
H (-1.735, 2.932, 0.166)

Forces on the atoms, in the same order (eV/Å):
C -0.201 0.239 2.913
C -1.070 0.877 -1.592
O -1.830 0.810 -1.642
H 0.463 0.110 0.235
H 0.509 -0.824 0.441
H -0.938 -0.118 -2.699
H 1.805 -1.148 1.236
H -0.329 0.619 0.646
H 1.739 -0.716 0.549
C 2.148 2.351 1.208
C -1.327 -3.808 1.117
H 0.026 0.062 -0.206
H 0.033 0.454 -0.995
H -1.224 -2.298 -0.308
H 0.132 2.031 -1.050
H 0.577 1.658 -0.013
H -0.513 -0.299 0.160

=====

# 4
Formula: C3H5N
Source: OMol25
Level of theory: wB97M-V/def2-TZVPD

Values from the calculation:
**SMILES**: CC1=NC1
**Total charge**: 0
**Highest occupied orbital energy**: -9.08 eV
**ΔE to the lowest compared entry with this formula, charge and spin**: 70.7 kcal/mol
**Multiplicity**: 1
**Energy**: -4678.79005 eV
**Gap between HOMO and LUMO**: 0.371 Eh

Positions of all 9 atoms, in Å:
C (1.110, 0.266, 0.442)
C (0.081, 0.275, -0.481)
N (-0.836, 0.752, -1.187)
C (-0.620, -0.708, -1.563)
H (1.253, 1.064, 1.212)
H (2.032, 0.163, -0.147)
H (0.954, -0.662, 0.874)
H (-0.228, -0.788, -2.527)
H (-1.529, -1.513, -1.617)

Forces on the atoms, in the same order (eV/Å):
C 2.787 1.561 1.384
C -4.681 -2.223 -5.162
N 0.049 0.406 0.771
C -1.199 0.117 1.718
H -0.537 -0.429 -0.836
H 0.037 0.065 0.272
H 0.266 -1.823 1.581
H 1.336 0.129 -1.265
H 1.941 2.196 1.536

=====

Q: Look up the multiplicity of the first one.
A: 1

=====

Q: Which value of multiplicity does entry 4 give?
A: 1